Record 1
37
Properties=species:S:1:pos:R:3:nbo_charge:R:1 method="wB97M-V/def2-TZVPD" homo_lumo_gap_ev=9.09 smiles="O=S(=O)(c1ccc2oc3ccccc3c2c1)N1CCOCC1" total_charge=0 e_homo_ev=-8.883
O 2.793 1.665 1.210 -0.9485
S 1.980 0.479 1.174 2.3173
O 1.953 -0.360 2.336 -0.9398
N 2.348 -0.506 -0.140 -0.6740
C 2.718 0.223 -1.337 -0.2582
H 2.098 1.118 -1.387 0.2185
C 4.203 0.601 -1.320 -0.0958
H 4.508 1.018 -2.281 0.1949
O 5.012 -0.537 -1.111 -0.5240
C 4.697 -1.165 0.113 -0.0893
H 5.375 -2.016 0.202 0.1977
C 3.237 -1.621 0.132 -0.2611
H 2.968 -2.016 1.111 0.2415
H 3.068 -2.380 -0.639 0.2032
H 4.863 -0.468 0.948 0.1734
H 4.372 1.337 -0.522 0.1924
H 2.503 -0.419 -2.198 0.2074
C 0.311 0.939 0.731 -0.3603
C -0.649 -0.051 0.744 -0.1580
C -1.941 0.303 0.383 -0.0408
C -2.225 1.639 0.017 0.3053
C -1.252 2.625 0.009 -0.2559
C 0.030 2.251 0.375 -0.1719
H 0.835 2.969 0.404 0.2464
H -1.492 3.638 -0.268 0.2349
O -3.531 1.800 -0.304 -0.4272
C -4.121 0.580 -0.152 0.3546
C -5.453 0.277 -0.368 -0.2721
C -5.847 -1.032 -0.152 -0.1912
C -4.942 -2.005 0.266 -0.2272
C -3.612 -1.702 0.482 -0.1698
C -3.195 -0.394 0.271 -0.1427
H -2.911 -2.454 0.808 0.2175
H -5.291 -3.014 0.424 0.2172
H -6.879 -1.305 -0.310 0.2185
H -6.149 1.035 -0.691 0.2290
H -0.382 -1.053 1.038 0.2380

***

Record 2
45
Properties=species:S:1:pos:R:3:nbo_charge:R:1 method="wB97M-V/def2-TZVPD" homo_lumo_gap_ev=8.20 total_charge=0 e_homo_ev=-9.191
W -0.162 1.934 0.093 2.0223
O 2.105 3.288 5.786 -0.6331
C 1.589 3.055 4.568 0.3742
C 0.672 3.918 3.963 -0.2964
C 0.201 3.567 2.715 0.1495
N 0.684 2.517 2.085 -0.4409
C 1.434 1.609 2.695 0.1438
C 1.915 1.834 3.961 -0.2601
C 1.218 0.254 2.055 0.7814
O 1.900 -0.720 2.225 -0.5614
O 0.061 0.278 1.395 -0.7369
C -1.082 4.036 2.047 0.7616
O -1.651 5.044 2.370 -0.5555
O -1.503 3.113 1.212 -0.7026
H 1.782 4.128 6.132 0.4915
H 0.263 4.783 4.470 0.2476
H 2.478 1.083 4.496 0.2579
O 0.134 2.490 -2.095 -0.4048
N 0.931 3.255 -1.510 0.4319
O 0.251 3.881 -0.613 -0.4517
O 1.519 1.768 -0.101 -0.7020
F -1.945 1.345 -0.490 -0.5894
C 1.836 -1.010 -1.360 -0.9789
As 0.042 -0.322 -1.320 1.3314
C -0.502 -0.225 -3.168 -0.9694
C -1.054 -1.721 -0.519 -0.7448
C -1.223 -2.906 -1.420 -0.0577
C -0.294 -3.945 -1.405 -0.2166
C -0.430 -5.027 -2.263 -0.2024
C -1.498 -5.086 -3.147 -0.2166
C -2.433 -4.061 -3.163 -0.2205
C -2.295 -2.979 -2.306 -0.1626
H 1.839 -1.974 -1.869 0.2402
H 2.193 -1.117 -0.337 0.2659
H 2.467 -0.303 -1.894 0.2520
H -0.548 -1.229 -3.584 0.2442
H 0.218 0.381 -3.712 0.2520
H -1.480 0.251 -3.215 0.2554
H -2.003 -1.249 -0.268 0.2648
H -0.550 -1.979 0.410 0.2655
H 0.534 -3.910 -0.706 0.2145
H 0.298 -5.828 -2.236 0.2165
H -1.606 -5.931 -3.814 0.2165
H -3.275 -4.105 -3.841 0.2163
H -3.029 -2.182 -2.320 0.2069

***

Record 3
43
Properties=species:S:1:pos:R:3:nbo_charge:R:1 method="wB97M-V/def2-TZVPD" homo_lumo_gap_ev="7.04 / 5.72" spin_multiplicity=3 total_charge=+1 e_homo_ev="-10.967 / -12.007"
Au -0.195 0.123 0.003 1.0066
C -2.458 2.700 0.068 -0.6837
C -1.075 3.244 0.059 0.3156
C -0.874 4.642 0.103 -0.2356
C 0.387 5.152 0.142 -0.1065
C 1.492 4.275 0.104 -0.0409
C 2.825 4.741 0.144 -0.0945
C 3.886 3.867 0.075 -0.2224
C 3.645 2.506 -0.062 -0.1178
C 2.342 2.003 -0.102 -0.2352
S 2.144 0.320 -0.329 0.1725
C 1.226 2.891 0.013 0.1550
N -0.041 2.412 0.015 -0.5077
H -3.194 3.498 0.094 0.2386
H -2.599 2.062 0.942 0.2711
H -2.632 2.086 -0.817 0.2622
H -1.738 5.291 0.111 0.2439
H 0.558 6.220 0.194 0.2379
H 2.996 5.807 0.226 0.2351
H 4.902 4.231 0.116 0.2458
H 4.469 1.808 -0.138 0.2397
F -4.776 -0.787 1.286 -0.3000
C -4.317 -0.783 0.037 0.8943
F -4.583 -1.969 -0.518 -0.3055
F -4.982 0.164 -0.649 -0.3157
C -2.807 -0.476 -0.030 0.6822
O -2.284 -0.421 -1.155 -0.7199
O -2.196 -0.253 1.046 -0.7065
C -0.636 -2.070 -3.144 -0.4249
N 0.674 -2.449 -2.662 -0.3681
C 1.797 -2.630 -3.586 -0.2224
C 2.980 -2.957 -2.653 -0.2306
N 2.340 -2.942 -1.338 -0.5684
C 1.052 -2.605 -1.404 0.3476
S 0.046 -2.440 -0.019 -0.1520
H -0.973 -2.786 -3.895 0.2169
H -0.600 -1.076 -3.593 0.2106
H -1.343 -2.051 -2.320 0.2728
H 1.956 -1.712 -4.154 0.2143
H 1.580 -3.434 -4.288 0.2226
H 3.765 -2.202 -2.702 0.2121
H 3.420 -3.931 -2.861 0.2236
H 2.828 -3.089 -0.474 0.4371

***

Record 4
45
Properties=species:S:1:pos:R:3:nbo_charge:R:1 method="wB97M-V/def2-TZVPD" homo_lumo_gap_ev=7.36 total_charge=0 e_homo_ev=-8.483
Au 0.070 0.477 1.326 1.2034
C -2.145 3.761 -1.183 -0.6863
C -1.609 2.516 -0.553 0.2002
N -0.393 2.306 -0.250 -0.2957
N 0.590 3.218 -0.428 -0.4382
C 1.712 2.871 0.149 0.3151
N 2.763 3.695 -0.045 -0.7875
S 2.148 1.484 1.163 -0.1630
C -2.516 1.373 -0.218 0.1964
C -3.824 1.346 -0.687 -0.2373
C -4.636 0.258 -0.406 -0.1373
C -4.128 -0.794 0.334 -0.2540
C -2.823 -0.701 0.787 0.0839
N -2.054 0.353 0.532 -0.5052
H -1.321 4.443 -1.374 0.2553
H -2.867 4.253 -0.528 0.2303
H -2.644 3.545 -2.129 0.2240
H 2.629 4.496 -0.638 0.4092
H 3.636 3.556 0.429 0.4065
H -4.201 2.167 -1.278 0.2281
H -5.654 0.234 -0.772 0.2246
H -4.718 -1.667 0.570 0.2336
H -2.366 -1.484 1.380 0.2411
F -1.763 2.045 2.745 -0.3382
C -0.453 1.746 2.818 0.8104
F 0.188 2.908 2.917 -0.3240
F -0.269 1.085 3.975 -0.3283
C 6.473 -1.832 2.893 -0.6304
C 5.048 -1.953 2.432 0.0037
C 4.746 -2.233 1.100 -0.2175
C 3.433 -2.342 0.674 -0.1557
C 2.406 -2.173 1.591 -0.3911
C 2.680 -1.892 2.919 -0.1222
C 3.999 -1.786 3.331 -0.2358
S 0.735 -2.271 1.026 2.3923
O 0.514 -3.556 0.439 -0.9299
O -0.120 -1.931 2.168 -1.0232
O 0.615 -1.131 0.032 -1.0096
H 7.170 -1.991 2.071 0.2152
H 6.695 -2.566 3.669 0.2228
H 6.668 -0.844 3.313 0.2215
H 5.552 -2.364 0.388 0.2122
H 3.205 -2.553 -0.362 0.2333
H 1.864 -1.756 3.616 0.2348
H 4.218 -1.567 4.370 0.2125

***

ΔE to the lowest compared entry with this formula, charge and spin
In order: 1.853; 1.859; 0.483; 0.285
Unit: eV